DFT (wB97M-V/def2-TZVPD) results for a molecular structure, C56H64As2CsN3O3P2Se2Si in a non-equilibrium geometry.

XYZ file:
```
134
Properties=species:S:1:pos:R:3:forces:R:3:lowdin_charge:R:1
H -2.86131 2.18684 1.23114 -0.262 -0.086 -0.167 -0.051
C 3.15959 0.07144 3.73614 -0.276 -0.097 -0.099 -0.337
C -4.32391 6.15284 -2.39426 -0.096 0.060 -0.038 -0.114
As -1.52101 -2.68886 1.54334 -0.453 -0.452 0.727 1.082
C -1.25871 -5.34636 2.88274 -0.303 0.028 -0.048 -0.112
C -0.01101 2.57254 3.75774 0.147 -0.129 -0.420 -0.333
C -0.63221 -4.28806 2.24244 0.128 -0.063 0.075 -0.418
C 0.97529 1.67954 4.16464 -0.079 0.067 0.112 -0.399
C -4.47201 5.47864 -1.19306 -0.146 0.179 0.034 -0.095
C -0.18711 4.23384 -0.14696 0.123 0.208 -0.110 -0.377
C 0.33589 -3.56426 -3.91796 -0.579 -0.249 0.216 -0.646
H -1.57541 -0.67516 3.07344 0.034 0.115 0.037 0.016
H -2.20051 1.94184 -3.39956 -0.046 -0.073 -0.037 0.111
C -3.87011 -0.23716 -0.65706 -0.904 -0.249 -0.085 -0.501
H -2.64111 3.59154 2.26394 -0.010 0.276 0.090 0.013
C -5.22721 -0.99176 -0.67816 0.104 0.341 0.047 -0.051
C 5.43939 -0.82686 5.07504 0.118 -0.159 0.038 -0.114
H 2.96309 -3.43906 -4.96966 -0.125 -0.048 -0.181 0.044
C -3.24871 5.85264 -3.21416 -0.033 0.162 -0.142 -0.097
H -3.16291 -4.15636 -1.96766 0.175 0.051 -0.085 0.039
C -0.55091 1.71844 -4.75146 0.013 -0.016 -0.129 -0.084
H -1.41171 4.05154 4.40634 -0.098 0.082 -0.036 0.099
H -5.04441 6.90374 -2.69606 -0.024 -0.013 0.004 0.090
N -2.75001 -3.39976 -1.43586 -0.157 0.120 0.087 0.173
As 1.54409 -2.91306 0.97904 0.668 -0.452 -0.090 1.050
H -3.45291 -3.35476 3.13824 0.081 0.024 -0.046 0.021
H 4.50369 3.44654 -1.16116 0.039 0.014 -0.033 0.099
C 0.80449 -3.86636 -6.38276 -0.390 0.586 -0.212 -0.298
C 1.58429 2.42424 -3.91306 0.099 -0.017 -0.150 -0.075
H -1.01271 -1.87226 -5.27026 0.121 -0.061 0.003 0.098
H 5.74569 1.22774 5.60324 0.057 0.036 -0.010 0.094
H -1.48151 -2.16476 4.05234 -0.051 -0.010 -0.145 0.034
C -1.13531 2.07404 -3.55366 -0.016 0.014 0.125 -0.120
H 3.86419 1.05524 -1.43766 0.000 -0.048 -0.115 0.090
O 1.23139 -5.17436 -6.12336 0.306 -0.434 0.167 -0.101
C 4.00199 0.96634 4.39454 0.046 -0.059 -0.078 -0.112
C 1.24599 6.13984 1.25144 -0.018 0.117 0.134 -0.109
C 3.98209 2.92494 -0.36926 0.066 0.022 -0.036 -0.095
H -1.02391 -7.19846 3.94244 -0.015 0.022 0.008 0.093
H 1.50679 -3.35356 -1.46576 0.059 0.149 -0.202 -0.058
C 1.49699 -5.29096 2.75044 0.262 0.074 -0.033 -0.110
H 2.73299 3.45814 2.73024 -0.037 0.043 0.033 0.098
H 4.88709 -2.77346 4.39124 -0.020 -0.086 -0.015 0.094
N -4.80561 -2.29176 -1.11826 -0.043 -0.232 -0.093 -0.104
H 1.41739 7.17914 -0.61766 -0.029 0.014 -0.036 0.091
C -3.38631 -3.05766 2.08994 0.025 -0.085 -0.156 -0.300
H -3.93821 -2.12606 1.95724 -0.018 0.025 0.002 0.015
H 0.08419 5.51384 -1.85386 -0.014 0.005 -0.047 0.098
H 1.44579 -3.49096 -7.18936 -0.058 0.036 0.086 0.121
H -1.79551 -3.23336 -1.73766 -0.077 -0.224 -0.147 0.026
O 0.21149 -1.11276 -6.74656 0.125 0.246 -0.745 -0.077
H -3.13191 6.36704 -4.16046 0.018 0.013 -0.019 0.095
H -0.80981 3.85764 6.79474 -0.018 -0.011 -0.009 0.089
C 2.97849 2.93604 1.81654 0.053 -0.182 0.084 -0.107
H -6.68281 -3.14586 -1.06026 0.006 -0.023 -0.042 0.088
H 1.44229 -7.11746 3.87424 0.045 -0.021 0.020 0.093
H 0.60959 -5.51596 -5.46146 -0.204 -0.099 0.059 0.001
H 1.31379 -4.88786 -0.60476 -0.072 0.067 0.105 0.051
C 1.00339 -3.84046 -0.63376 -0.113 -0.216 -0.368 -0.339
H -2.72941 1.98254 2.96464 -0.011 -0.145 0.217 0.012
H -1.49101 4.67974 -3.49406 0.013 -0.031 -0.004 0.102
H 2.84429 -1.97716 3.22474 0.109 0.078 0.146 0.046
H 0.12639 -2.78616 -3.18346 0.422 -0.036 0.023 0.005
C 3.39539 -3.55896 0.81244 0.111 0.001 0.051 -0.298
H -5.40771 -4.14266 -0.33176 -0.074 -0.034 -0.003 0.079
H -5.32011 5.69504 -0.55536 -0.002 -0.007 0.051 0.095
C 3.67489 3.58284 0.81044 0.119 0.148 -0.034 -0.083
C 0.75539 5.02134 1.89924 -0.048 0.260 0.185 -0.120
H -0.24051 -3.88756 -6.73526 0.056 0.009 -0.049 0.089
C -0.37101 2.63814 -2.52986 0.041 -0.173 0.136 -0.435
C -2.31991 4.90044 -2.83496 0.030 -0.099 0.020 -0.098
H -5.52081 -3.99196 -2.09706 -0.079 -0.024 0.011 0.092
C 1.25859 1.50344 5.51464 0.080 -0.054 0.257 -0.100
H 3.39999 -4.62186 0.55894 -0.022 0.061 0.073 0.026
H -3.65811 3.99364 0.11674 -0.074 -0.073 0.155 0.084
C 0.05069 -1.65386 -5.45066 -0.312 -0.262 0.714 -0.258
H 1.80409 6.88914 1.80464 0.001 -0.014 -0.004 0.094
H -5.66641 -1.00646 0.32484 0.022 -0.007 0.014 0.125
C 0.76499 -4.28476 2.13864 -0.024 -0.026 0.069 -0.426
H -0.07851 -1.78926 -7.36746 0.019 0.088 -0.013 0.067
C 2.93459 0.94984 0.47704 0.026 -0.209 0.045 -0.167
H -1.14521 1.28984 -5.54616 -0.022 -0.086 -0.033 0.106
H -3.84611 -3.82626 1.46674 0.058 0.011 -0.032 0.006
C -0.64551 3.35084 4.71214 -0.099 0.206 0.198 -0.108
Se -1.35731 -4.55436 -4.12976 -0.407 -0.492 -0.201 0.367
H 1.60299 3.22114 -1.92076 -0.007 -0.039 -0.008 0.090
C 0.81359 1.89294 -4.93296 0.060 0.024 -0.061 -0.084
P 1.59189 0.62014 2.82404 1.250 -0.841 0.320 0.959
H 3.75889 2.02024 4.39514 0.020 0.062 0.006 0.102
H 1.95939 0.74744 5.84624 0.010 0.077 0.002 0.097
H 0.84199 2.16764 7.50644 -0.009 -0.014 -0.012 0.090
C -3.54301 4.52814 -0.81286 0.050 -0.144 -0.050 -0.081
H 2.68279 -0.10376 0.36714 0.087 0.101 -0.033 0.039
O -3.75711 0.95004 -0.46196 -0.086 0.265 0.088 0.017
C 0.99809 2.79574 -2.71326 -0.094 0.146 0.143 -0.092
C -0.51971 -6.37016 3.45824 -0.042 -0.130 0.038 -0.108
C 0.87949 -2.91166 -5.17296 0.202 0.051 -0.370 -0.603
H 0.36759 -0.87806 -4.75026 0.031 -0.070 0.011 0.076
H 2.64989 2.54894 -4.05096 0.046 -0.081 0.020 0.104
P -1.24891 2.99214 -0.96626 0.087 0.714 -0.585 1.020
C 0.27959 5.36804 -0.79936 0.187 0.138 -0.038 -0.094
C -3.45171 -2.30076 -1.18206 -0.339 0.145 0.170 -0.465
C 5.12189 0.52194 5.06874 0.069 0.192 0.083 -0.098
C 2.34319 -2.54106 -4.96486 0.368 0.163 0.051 -0.628
C -5.64451 -3.45726 -1.15266 0.131 -0.194 -0.018 -0.039
H 2.58149 -5.27266 2.70364 -0.056 -0.028 -0.040 0.089
H 2.66119 -1.88396 -5.77666 0.010 -0.148 -0.147 0.041
C 3.62189 1.59464 -0.53166 0.092 -0.034 -0.167 -0.079
C 0.61529 2.29254 6.45274 0.076 -0.078 0.241 -0.109
H 6.31459 -1.17446 5.60964 0.033 -0.035 -0.016 0.090
H 3.81249 -3.01266 -0.03706 -0.042 0.006 -0.002 0.021
C -1.11381 -1.65976 3.15414 0.017 0.164 0.338 -0.318
C 3.49519 -1.27456 3.74274 -0.256 -0.018 -0.112 -0.107
C -2.35691 2.55264 2.11574 0.161 -0.211 -0.175 -0.260
H -0.07541 -3.79806 -0.78006 0.075 -0.038 0.027 -0.014
C 1.02029 6.30964 -0.10666 0.076 0.147 -0.149 -0.099
H 3.97149 4.61544 0.94194 -0.037 0.065 0.005 0.099
Cs -0.15731 -0.16206 -0.37026 0.493 -0.066 -0.765 0.655
C -2.45231 4.22534 -1.62376 -0.253 -0.101 0.014 -0.328
C 4.63139 -1.72186 4.39674 0.209 -0.210 0.146 -0.101
C 0.05299 4.03434 1.21174 -0.020 -0.423 -0.076 -0.299
H 1.05659 -4.27516 -3.51286 0.066 0.281 0.060 0.048
Si -0.43921 2.31554 1.90854 -1.065 1.119 0.736 0.509
Se 2.78639 -1.59176 -3.31176 0.164 0.524 0.728 0.306
H 0.91859 4.91354 2.96594 0.041 -0.023 0.007 0.091
H -2.34251 -5.39236 2.92844 0.047 0.053 0.035 0.085
H 1.26719 1.58734 -5.86426 0.071 -0.077 -0.036 0.107
H 4.02649 -3.37646 1.68404 -0.133 0.032 0.009 0.005
N -2.89021 -1.13236 -0.90776 0.594 -0.116 -0.337 0.024
C -0.32141 3.23394 6.05284 -0.095 0.135 0.123 -0.108
H -0.03491 -1.52526 3.24574 -0.124 0.020 -0.101 -0.035
C 2.57959 1.61664 1.64854 -0.259 0.141 -0.057 -0.411
C 0.86119 -6.33026 3.41154 -0.002 -0.097 0.092 -0.105
H -5.93341 -0.52506 -1.36606 0.028 0.060 -0.013 0.128
```
Positions in Å, forces in eV/Å.

Calculated values
* gap between HOMO and LUMO: 4.5 eV
* total charge: -2
* energy relative to the best compared isomer or geometry (same formula, charge and spin): 0.7397 eV
* LUMO level: 3.3 eV
* E_HOMO: -1.2 eV